87
Properties=species:S:1:pos:R:3:forces:R:3 method="wB97M-V/def2-TZVPD" multiplicity=2 e_above_lowest_ev=1.279 fmax_ev_per_a=0.88 homo_lumo_gap_ha="0.16027 / 0.18044" s2=0.779 total_energy_ha=-4898.66149 total_charge=-2 e_homo_ev="-0.442 / -0.991"
Hg -0.2682 0.0848 -0.1937 -0.2387 0.1082 -0.1581
C 3.0668 0.0574 4.9828 0.0005 -0.0258 0.0123
C 2.7183 -1.0793 4.2574 0.0257 0.0354 -0.0290
C 1.5628 -1.1130 3.4984 0.0430 -0.0348 -0.0642
C 0.6797 -0.0157 3.4300 0.1656 0.0632 -0.1530
C 1.0673 1.1372 4.1548 0.0456 0.0086 -0.0332
C 2.2274 1.1657 4.9086 -0.0040 -0.0063 -0.0227
N -0.4032 -0.0771 2.6008 -0.0275 -0.0932 -0.2719
C -1.5645 0.5051 2.9565 -0.1428 0.1713 -0.0001
C -1.9175 0.7955 4.3027 -0.0077 -0.0559 -0.0210
C -3.1424 1.3174 4.6664 -0.0161 0.0146 -0.0005
C -4.1065 1.5879 3.6978 -0.0228 0.0039 0.0418
C -3.8138 1.3190 2.3738 0.0399 -0.0116 -0.0746
C -2.5724 0.7995 1.9662 -0.0106 0.0835 0.3213
N -2.3157 0.5572 0.6322 -0.1333 -0.1047 -0.8624
N -3.3004 0.9135 -0.1916 0.1528 -0.0373 0.1097
C -3.2660 0.4968 -1.4799 0.3157 0.0259 0.1371
C -4.1815 1.1149 -2.3772 -0.0634 0.0519 0.0497
C -4.2329 0.7128 -3.6812 0.0048 0.0058 -0.0482
C -3.3656 -0.2965 -4.1283 -0.0235 0.0130 0.0085
C -2.4843 -0.8183 -3.2040 0.0298 -0.0037 0.0103
N -2.4271 -0.4622 -1.9245 0.1314 0.0050 0.2542
H 3.9720 0.0814 5.5785 0.0036 0.0110 -0.0127
H 3.3672 -1.9485 4.2713 0.0054 -0.0270 -0.0039
H 1.3201 -1.9823 2.9001 -0.0238 -0.0486 -0.0123
H 0.4522 2.0262 4.0781 -0.0104 -0.0048 0.0287
H 2.4931 2.0779 5.4348 -0.0070 0.0054 -0.0047
H -1.1940 0.5645 5.0737 -0.0191 -0.0053 0.0006
H -3.3561 1.5085 5.7139 0.0311 -0.0210 0.0098
H -5.0730 1.9939 3.9761 -0.0004 -0.0005 -0.0258
H -4.5398 1.5101 1.5966 0.0121 0.0054 0.0394
H -4.7998 1.9188 -1.9993 -0.0302 -0.0416 0.0288
H -4.9253 1.1836 -4.3719 -0.0024 0.0118 0.0199
H -3.3648 -0.6428 -5.1532 0.0107 0.0057 -0.0032
H -1.7734 -1.5783 -3.5153 0.0762 -0.0327 0.0195
C 0.7773 3.9987 -3.1550 0.0726 0.0439 -0.0339
C 0.5795 2.5547 -2.6900 -0.1485 0.0754 0.0675
O -0.4317 2.3346 -2.0086 -0.0977 -0.3874 0.2512
C 1.5568 1.6365 -3.1294 0.0735 -0.5553 0.1481
C 1.6861 0.2400 -2.8901 -0.0322 0.4650 0.0915
C 2.8477 -0.4156 -3.6012 0.0579 -0.0098 -0.1065
N 0.9374 -0.5057 -2.0996 -0.0141 0.3143 -0.0166
N 1.3113 -1.8789 -2.1239 -0.3813 -0.1517 -0.0042
C 1.1620 -3.2449 -0.0950 0.0031 0.0621 0.0563
O 0.1597 -2.6880 0.3050 -0.1075 0.0578 -0.0713
C 1.4139 -4.6491 0.4058 0.0131 -0.0610 0.0541
C 1.9471 -5.6794 -0.3650 0.0063 0.0396 -0.0688
C 2.0514 -6.9653 0.1492 -0.0009 -0.0175 0.0171
C 1.6350 -7.2397 1.4426 -0.0293 0.0371 -0.0189
C 1.0851 -6.2231 2.2133 0.0109 -0.0350 0.0019
C 0.9631 -4.9468 1.6916 0.0083 0.1248 0.0704
H 0.3119 4.6677 -2.4319 -0.0018 -0.0175 0.0072
H 0.2791 4.1352 -4.1186 -0.0039 0.0147 0.0001
H 1.8321 4.2530 -3.2705 0.0000 0.0258 -0.0352
H 2.3259 2.0559 -3.7653 0.0258 -0.0179 0.0274
H 3.3214 0.2914 -4.2807 0.0093 -0.0012 0.0175
H 2.5082 -1.2916 -4.1534 0.0355 0.0181 -0.0006
H 3.5833 -0.7701 -2.8753 -0.0008 -0.0126 -0.0189
H 2.2706 -5.4928 -1.3769 0.0378 0.0220 0.0020
H 2.4663 -7.7528 -0.4681 -0.0023 0.0053 -0.0043
H 1.7224 -8.2426 1.8437 0.0195 0.0033 0.0040
H 0.7410 -6.4272 3.2198 0.0013 0.0085 0.0012
H 0.5028 -4.1579 2.2721 0.0147 0.0366 0.0032
Br 5.6192 -4.6625 -2.1215 -0.0094 -0.0040 0.0044
C 4.4035 -3.4998 -1.1883 -0.0102 -0.0354 0.0540
C 3.1888 -3.3001 -1.7075 -0.0361 0.0220 -0.0353
C 2.1319 -2.4581 -1.0125 0.1249 -0.0014 -0.0738
C 2.8557 -1.4611 -0.1080 0.2211 -0.1839 -0.0591
C 4.1024 -1.8259 0.4392 -0.1449 0.0382 -0.0174
C 4.8751 -2.8680 -0.0031 0.0982 -0.0276 -0.0081
N 2.2447 -0.2908 0.2078 -0.1053 0.1297 0.3206
C 2.8416 0.7156 0.7524 0.0307 -0.1511 -0.0647
C 2.1472 1.9587 1.0468 -0.0866 0.0779 0.1180
C 2.8440 3.0500 1.5874 0.0555 -0.0790 0.0017
C 2.1615 4.2079 1.8867 -0.0722 0.0455 -0.0010
C 0.7937 4.2798 1.6362 0.0568 -0.0319 -0.0115
C 0.1848 3.1742 1.0651 -0.0819 0.0232 0.0050
N 0.8412 2.0575 0.7854 0.0575 -0.0677 -0.0900
H 2.9131 -3.7022 -2.6738 0.0065 -0.0257 0.0067
H 0.4296 -2.3786 -2.1323 -0.0225 0.0556 0.0988
H 4.4527 -1.2434 1.2838 0.0146 0.0230 0.0431
H 5.8036 -3.1546 0.4660 -0.0120 -0.0083 0.0044
H 3.9101 0.7012 0.9706 0.0168 0.0742 -0.0449
H 3.9080 2.9603 1.7694 -0.0120 -0.0103 0.0341
H 2.6835 5.0551 2.3173 0.0135 -0.0132 0.0029
H 0.2168 5.1648 1.8683 -0.0017 -0.0064 -0.0092
H -0.8724 3.1719 0.8186 0.0190 -0.0054 -0.0102